(1)
A structure of composition C37H34BrClN3O3PPtS3 in a non-equilibrium geometry. Source: the Open Molecules 2025 dataset; level of theory: ωB97M-V/def2-TZVPD.

Element x y z (Å)
Pt1 7.806 11.902 13.108
C1 13.550 12.409 11.744
C2 12.997 12.908 13.086
N1 11.975 13.940 12.955
C3 12.456 15.316 12.918
C4 12.408 16.093 11.593
C5 10.603 13.698 13.043
S1 10.169 11.960 12.996
N2 9.821 14.705 13.085
C6 8.468 14.774 13.007
O1 7.675 13.822 12.673
C7 7.924 16.096 13.059
C8 6.568 16.312 12.813
C9 6.018 17.575 12.958
C10 6.819 18.675 13.168
C11 8.184 18.490 13.397
C12 8.747 17.232 13.351
H1 14.215 11.573 11.845
H2 14.116 13.191 11.240
H3 12.721 12.064 11.123
H4 13.810 13.319 13.696
H5 12.603 12.023 13.557
H6 13.512 15.358 13.242
H7 11.851 15.868 13.661
H8 12.816 15.524 10.728
H9 12.984 17.005 11.681
H10 11.359 16.332 11.352
H11 5.994 15.409 12.639
H12 4.942 17.629 12.822
H13 6.395 19.662 13.202
H14 8.838 19.306 13.682
H15 9.791 17.075 13.607
S2 5.691 11.047 17.656
P1 7.333 12.081 17.340
S3 7.730 12.824 15.488
C13 7.356 13.621 18.356
C14 7.918 13.705 19.613
C15 7.815 14.856 20.380
C16 7.246 16.017 19.886
C17 6.645 15.945 18.617
C18 6.710 14.775 17.854
C19 8.825 11.258 17.989
C20 10.048 11.517 17.372
C21 11.195 10.997 17.956
C22 11.120 10.242 19.142
C23 9.875 9.948 19.702
C24 8.729 10.488 19.132
H16 8.470 12.880 20.047
H17 8.332 14.869 21.351
H18 7.243 16.925 20.472
H19 6.217 16.846 18.180
H20 6.303 14.731 16.857
H21 10.099 12.095 16.452
H22 12.168 11.160 17.480
H23 12.051 9.805 19.551
H24 9.810 9.251 20.518
H25 7.751 10.397 19.570
Cl1 4.726 10.332 10.310
C25 4.722 9.671 11.915
C26 4.242 8.360 12.064
C27 4.398 7.692 13.275
C28 4.975 8.411 14.332
C29 5.344 9.727 14.207
C30 5.225 10.426 12.987
C31 5.703 11.824 12.904
H26 3.860 7.879 11.190
H27 4.168 6.659 13.341
H28 5.083 7.865 15.248
H29 5.772 10.228 15.070
H30 5.278 12.421 13.676
H31 5.460 12.315 11.944
Br1 9.843 8.056 6.874
C32 9.140 9.157 8.290
C33 8.823 10.486 7.940
N3 8.421 11.384 8.827
C34 8.262 10.964 10.099
C35 8.524 9.699 10.542
C36 8.970 8.766 9.583
C37 8.386 9.175 11.986
O2 8.734 8.017 12.156
O3 7.892 9.885 12.921
H32 8.910 10.776 6.901
H33 7.941 11.740 10.736
H34 9.242 7.763 9.980

highest occupied orbital energy (alpha / beta) = 0.0 / -2.8 eV
total charge = -2
gap between HOMO and LUMO (alpha / beta) = 0.1344 / 0.2390 Eh
expectation value of S² = 2.031
spin multiplicity = 3

Charges per atom according to Mulliken partitioning, unit e: number 1, Pt, carries 2.5631; number 2, C, carries -1.0159; number 3, C, carries -0.9033; number 4, N, carries 0.3470; number 5, C, carries -0.6294; number 6, C, carries -1.1140; number 7, C, carries 0.5445; number 8, S, carries -0.9573; number 9, N, carries 0.0981; number 10, C, carries -0.5641; number 11, O, carries -1.0089; number 12, C, carries 0.7182; number 13, C, carries -0.4152; number 14, C, carries -0.7059; number 15, C, carries -0.5396; number 16, C, carries -0.4625; number 17, C, carries -0.3467; number 18, H, carries 0.4219; number 19, H, carries 0.2916; number 20, H, carries 0.1995; number 21, H, carries 0.4451; number 22, H, carries 0.3619; number 23, H, carries 0.4259; number 24, H, carries 0.2487; number 25, H, carries 0.2943; number 26, H, carries 0.3792; number 27, H, carries 0.2054; number 28, H, carries 0.3456; number 29, H, carries 0.3838; number 30, H, carries 0.3600; number 31, H, carries 0.3688; number 32, H, carries 0.2665; number 33, S, carries -0.5606; number 34, P, carries 0.9743; number 35, S, carries -0.5557; number 36, C, carries 0.3657; number 37, C, carries -0.2125; number 38, C, carries -0.5843; number 39, C, carries -0.4665; number 40, C, carries -0.6195; number 41, C, carries -0.4804; number 42, C, carries 0.1437; number 43, C, carries -0.3543; number 44, C, carries -0.4932; number 45, C, carries -0.3784; number 46, C, carries -0.5623; number 47, C, carries -0.3833; number 48, H, carries 0.2580; number 49, H, carries 0.3069; number 50, H, carries 0.3779; number 51, H, carries 0.3620; number 52, H, carries 0.3968; number 53, H, carries 0.2954; number 54, H, carries 0.3668; number 55, H, carries 0.3012; number 56, H, carries 0.3802; number 57, H, carries 0.3896; number 58, Cl, carries -0.2537; number 59, C, carries 0.7233; number 60, C, carries -0.7364; number 61, C, carries -0.4441; number 62, C, carries -0.7351; number 63, C, carries 0.6338; number 64, C, carries -0.1698; number 65, C, carries -1.9288; number 66, H, carries 0.4004; number 67, H, carries 0.3895; number 68, H, carries 0.4065; number 69, H, carries -0.1590; number 70, H, carries 0.6554; number 71, H, carries 0.5768; number 72, Br, carries -0.2585; number 73, C, carries 0.1312; number 74, C, carries -0.4106; number 75, N, carries -0.5685; number 76, C, carries -0.8396; number 77, C, carries 0.7389; number 78, C, carries -0.8401; number 79, C, carries 0.2367; number 80, O, carries -0.8210; number 81, O, carries -0.7708; number 82, H, carries 0.3643; number 83, H, carries 1.3154; number 84, H, carries 0.4897



(2)
A cluster of 2 separate species, C37H34N4O3S in total in a non-equilibrium geometry. Source: the Open Molecules 2025 dataset; level of theory: ωB97M-V/def2-TZVPD.

Element x y z (Å)
C1 -2.341 5.916 0.502
N1 -2.094 4.501 0.660
C2 -3.119 3.626 0.883
O1 -4.298 3.932 1.021
C3 -2.530 2.224 0.946
C4 -3.062 1.276 -0.130
C5 -4.529 0.972 0.018
C6 -5.396 1.268 -1.036
C7 -6.770 1.151 -0.837
C8 -7.262 0.699 0.395
C9 -6.378 0.269 1.393
C10 -5.001 0.407 1.210
N2 -1.105 2.478 0.778
C11 -0.241 1.450 0.705
C12 1.124 1.590 0.524
C13 2.050 0.558 0.389
C14 3.458 0.856 0.385
C15 4.432 -0.122 0.730
C16 5.791 0.159 0.661
C17 6.233 1.464 0.381
C18 7.626 1.771 0.274
N3 8.756 2.049 0.148
C19 5.290 2.476 0.158
C20 3.935 2.183 0.138
C21 -0.769 3.910 0.565
C22 -0.174 4.175 -0.824
C23 0.137 4.488 1.661
H1 -3.419 6.097 0.592
H2 -1.806 6.489 1.276
H3 -1.994 6.266 -0.484
H4 -2.723 1.812 1.952
H5 -2.854 1.729 -1.114
H6 -2.480 0.344 -0.078
H7 -4.978 1.610 -1.987
H8 -7.449 1.454 -1.632
H9 -8.341 0.651 0.558
H10 -6.764 -0.126 2.334
H11 -4.297 0.092 1.987
H12 -0.664 0.457 0.849
H13 1.503 2.604 0.544
H14 1.706 -0.477 0.341
H15 4.098 -1.103 1.082
H16 6.525 -0.628 0.848
H17 5.625 3.504 -0.005
H18 3.242 3.002 -0.074
H19 -0.901 3.900 -1.599
H20 0.065 5.242 -0.917
H21 0.742 3.605 -0.990
H22 -0.396 4.478 2.618
H23 1.063 3.924 1.778
H24 0.404 5.523 1.412
C24 5.428 -3.358 -3.142
C25 4.702 -4.548 -3.285
C26 3.667 -4.859 -2.401
C27 3.360 -3.969 -1.366
S1 2.185 -4.428 -0.072
C28 0.751 -3.473 -0.240
C29 -0.523 -4.035 0.021
C30 -1.675 -3.578 -0.702
C31 -2.938 -4.047 -0.398
C32 -3.108 -4.974 0.643
C33 -4.441 -5.302 1.036
N4 -5.539 -5.512 1.383
C34 -1.991 -5.495 1.327
C35 -0.717 -5.059 1.011
O2 1.934 -5.805 -0.420
O3 2.827 -4.107 1.192
C36 4.033 -2.760 -1.257
C37 5.081 -2.454 -2.127
H25 6.263 -3.135 -3.815
H26 4.953 -5.256 -4.077
H27 3.116 -5.789 -2.517
H28 0.904 -2.448 -0.568
H29 -1.503 -2.823 -1.470
H30 -3.794 -3.683 -0.970
H31 -2.139 -6.245 2.107
H32 0.140 -5.435 1.576
H33 3.721 -2.075 -0.475
H34 5.634 -1.525 -1.986

highest occupied orbital energy = -5.8 eV
relative energy (zero: lowest compared OMol25 entry of this formula, charge and spin) = 128.92 kJ/mol
gap between HOMO and LUMO = 0.0905 Eh

Charges per atom according to Mulliken partitioning, unit e: number 1, C, carries -0.9470; number 2, N, carries 0.2574; number 3, C, carries 0.2809; number 4, O, carries -0.6906; number 5, C, carries 0.0049; number 6, C, carries -0.6359; number 7, C, carries 0.4522; number 8, C, carries -0.3789; number 9, C, carries -0.5527; number 10, C, carries -0.4661; number 11, C, carries -0.7200; number 12, C, carries -0.2897; number 13, N, carries 0.5287; number 14, C, carries 0.2644; number 15, C, carries 0.1657; number 16, C, carries -0.2192; number 17, C, carries 0.8053; number 18, C, carries -0.7125; number 19, C, carries -0.6492; number 20, C, carries 0.5857; number 21, C, carries -0.0951; number 22, N, carries -0.4805; number 23, C, carries -0.7704; number 24, C, carries -0.6055; number 25, C, carries 0.1375; number 26, C, carries -1.5245; number 27, C, carries -1.5671; number 28, H, carries 0.3713; number 29, H, carries 0.2948; number 30, H, carries 0.3050; number 31, H, carries 0.3249; number 32, H, carries 0.3102; number 33, H, carries 0.5329; number 34, H, carries 0.3260; number 35, H, carries 0.3764; number 36, H, carries 0.3712; number 37, H, carries 0.3772; number 38, H, carries 0.3952; number 39, H, carries 0.8125; number 40, H, carries -0.7466; number 41, H, carries 0.3022; number 42, H, carries 0.7424; number 43, H, carries 0.4838; number 44, H, carries 0.4575; number 45, H, carries 0.3705; number 46, H, carries 0.3539; number 47, H, carries 0.4720; number 48, H, carries 0.3981; number 49, H, carries 0.3852; number 50, H, carries 0.3495; number 51, H, carries 0.4648; number 52, C, carries -0.5530; number 53, C, carries -0.5079; number 54, C, carries -0.3166; number 55, C, carries -0.0824; number 56, S, carries 1.1057; number 57, C, carries -0.7705; number 58, C, carries 1.0414; number 59, C, carries -0.6393; number 60, C, carries -0.6604; number 61, C, carries 0.4895; number 62, C, carries 0.0441; number 63, N, carries -0.5786; number 64, C, carries -0.8037; number 65, C, carries -0.4402; number 66, O, carries -0.6902; number 67, O, carries -0.6537; number 68, C, carries 0.3003; number 69, C, carries -0.3385; number 70, H, carries 0.3671; number 71, H, carries 0.3595; number 72, H, carries 0.4671; number 73, H, carries 0.2238; number 74, H, carries 0.4853; number 75, H, carries 0.4335; number 76, H, carries 0.4085; number 77, H, carries 0.3641; number 78, H, carries -0.4798; number 79, H, carries 0.4164



| no. | electronic energy (eV) |
| --- | --- |
| 1 | -177142.931 |
| 2 | -61854.337 |